# 1
Molecular formula: C21H30FeNO2P2
Method: DFT, wB97M-V/def2-TZVPD

Last column: Mulliken charge in e.
CARTESIAN COORDINATES (ANGSTROEM)
Fe: -0.2624 -0.2377 -0.2100  -0.941
P: -0.2999 1.9563 0.0676  1.287
C: -0.8226 2.3201 -1.6303  -1.421
C: -0.8790 1.2425 -2.5370  0.891
N: -0.6113 -0.0445 -2.0335  0.557
C: -0.3550 -1.1080 -2.8444  0.716
C: -0.2655 -0.9074 -4.2168  -0.861
C: -0.6111 0.3364 -4.7599  -0.448
C: -1.0535 1.3684 -3.9409  -1.052
C: -0.1047 -2.4472 -2.1902  -1.385
P: -0.7334 -2.3779 -0.4016  0.683
H: -1.3652 2.3467 -4.3074  0.454
H: 0.0060 -1.7414 -4.8405  0.514
H: -0.5195 0.5202 -5.8224  0.442
H: -0.6397 -3.2597 -2.6996  0.659
H: 0.9660 -2.7001 -2.1523  0.430
H: -3.6767 2.6023 -1.1979  0.306
H: -1.2937 3.2670 -1.8855  0.541
H: -3.7491 -0.1152 0.4910  0.323
O: -4.3249 2.1867 -0.6001  -0.607
H: -4.8251 1.5620 -1.1887  0.316
H: -1.5012 -0.1795 0.4571  0.048
O: -3.8787 -0.6346 1.3175  -0.610
H: -3.6710 -0.0202 2.0706  0.312
C: -2.4199 -3.0153 -0.6090  -1.216
H: -2.4020 -3.9208 -1.2322  0.431
H: -2.8232 -3.2161 0.3896  0.404
H: -3.0666 -2.2519 -1.0601  0.311
C: 0.1594 -3.6795 0.4781  -1.250
H: -0.3444 -3.8340 1.4384  0.411
H: 0.1871 -4.6301 -0.0675  0.407
H: 1.1826 -3.3556 0.6891  0.295
C: 1.2972 2.7979 -0.3086  -1.439
H: 1.0952 3.8808 -0.3140  0.495
H: 2.1204 2.5306 0.3593  0.304
H: 1.5484 2.5070 -1.3395  0.416
C: -1.0629 3.0078 1.3460  -1.174
H: -0.6839 2.7511 2.3480  0.343
H: -0.8337 4.0613 1.1433  0.458
H: -2.1504 2.8653 1.3606  0.357
C: 2.3300 0.7257 4.6830  -0.638
C: 0.9810 0.6608 4.2669  -0.752
C: 0.6499 0.2422 2.9925  -0.735
C: 1.6791 -0.1017 2.0748  1.323
C: 1.4781 -0.4089 0.7012  0.177
C: 2.4858 -0.7301 -0.1941  -0.036
C: 3.8118 -0.7545 0.2794  -1.015
C: 4.0841 -0.4239 1.5952  -0.898
C: 3.0512 -0.0822 2.5028  0.937
C: 3.3519 0.3308 3.8205  -0.885
H: 2.5756 1.0747 5.6827  0.392
H: 0.1870 0.9418 4.9512  0.438
H: -0.3862 0.1539 2.6747  0.588
H: 2.2790 -0.9337 -1.2633  0.228
H: 4.5894 -1.0271 -0.4233  0.414
H: 5.1197 -0.4302 1.9554  0.359
H: 4.4005 0.3287 4.1340  0.397

Its LUMO energy (spin up / spin down) is -2.772 / -5.019 eV. Its spin multiplicity is 5. As for the expectation value of S²: 6.083. The value obtained for the HOMO energy (spin up / spin down) is -0.3761 / -0.3856 Ha. The total charge is +1.



# 2
Molecular formula: C3H7NO3
Method: DFT, wB97M-V/def2-TZVPD

Last column: Mulliken charge in e.
CARTESIAN COORDINATES (ANGSTROEM)
C: -1.1698 -0.1800 -0.2694  0.892
C: -1.7943 -1.3372 -0.0611  -0.943
O: -1.7128 0.9183 -0.7770  -0.497
O: 0.4501 -0.3857 -0.8935  -0.532
H: -1.3800 1.6612 -0.2481  0.387
H: 0.5854 -1.3340 -1.0463  0.336
H: -2.8730 -1.3534 -0.1276  0.250
H: -1.2683 -2.2247 0.2541  0.225
N: 2.0431 1.1781 0.3995  -0.426
C: 1.0743 0.2291 0.6376  0.169
O: -0.0954 0.6589 1.0337  -0.628
H: 2.9438 0.8480 0.0866  0.225
H: 1.7064 1.9997 -0.0845  0.233
H: 1.4904 -0.6785 1.0959  0.308

Its LUMO energy is 0.670 eV. Its spin multiplicity is 1. The value obtained for the HOMO energy is -0.3019 Ha. The total charge is 0.



# 3
Molecular formula: C9H2Cl3F5I2NRuS
Method: DFT, wB97M-V/def2-TZVPD

Last column: Mulliken charge in e.
CARTESIAN COORDINATES (ANGSTROEM)
Ru: 0.7560 -1.5315 -0.0502  0.472
I: 3.4176 -1.8145 -0.2996  0.447
C: 3.3908 -3.0533 1.4494  -0.759
I: 1.3398 -3.1896 2.0174  0.480
H: 3.9617 -2.5702 2.2358  0.421
H: 3.7667 -4.0369 1.1846  0.437
F: 0.1280 4.9833 0.4310  -0.129
C: 0.2102 3.8352 -0.1060  0.666
C: 0.3720 2.6983 0.7836  -0.097
F: 0.4258 2.9151 2.0589  -0.178
C: 0.4549 1.4838 0.2121  0.658
F: 0.6132 0.3613 0.9781  -0.225
C: 0.3989 1.2814 -1.2084  0.364
S: 0.5285 -0.2231 -1.8493  0.030
C: 0.2345 2.4584 -2.0555  0.363
F: 0.1781 2.2855 -3.3293  -0.185
C: 0.1433 3.7156 -1.5049  0.166
F: -0.0021 4.7783 -2.2342  -0.161
Cl: -4.0323 -3.2637 1.8082  -0.028
C: -3.8053 -2.5103 0.2373  0.837
Cl: -4.7311 -1.0222 0.0770  -0.039
Cl: -4.1049 -3.6234 -1.0857  -0.018
C: -2.3746 -2.1260 0.1577  -0.432
N: -1.2697 -1.8316 0.0921  -0.090

Its LUMO energy (spin up / spin down) is -14.469 / -14.470 eV. Its spin multiplicity is 1. The value obtained for the HOMO energy (spin up / spin down) is -0.7082 / -0.7082 Ha. The total charge is +3.



# 4
Molecular formula: C4H5N2
Method: DFT, wB97M-V/def2-TZVPD

Last column: Mulliken charge in e.
CARTESIAN COORDINATES (ANGSTROEM)
C: 3.1164 -0.1363 0.1971  0.124
C: -0.3070 0.1301 -0.1410  0.684
C: 0.3135 -1.2373 -0.2803  -0.398
C: -1.4164 0.8872 0.1472  -1.008
N: 0.9861 0.1054 -0.1965  0.454
N: 2.1204 0.4748 0.0175  -0.436
H: 0.1291 -1.8886 0.6685  0.268
H: 0.1936 -1.6468 -1.2593  0.294
H: -2.2839 0.5617 -0.4617  0.339
H: -1.0820 1.9532 0.1023  0.342
H: -1.7699 0.7966 1.2063  0.337

Its LUMO energy is -5.856 eV. Its spin multiplicity is 1. The value obtained for the HOMO energy is -0.5977 Ha. The total charge is +1.



# 5
Molecular formula: C8H7BrN4O2
Method: DFT, wB97M-V/def2-TZVPD

Last column: Mulliken charge in e.
CARTESIAN COORDINATES (ANGSTROEM)
C: 1.2590 -1.8150 2.4878  -0.810
C: 2.2530 -1.0235 1.9093  -0.076
C: 0.1387 -1.6374 1.6962  -0.136
C: -0.5914 1.2458 -2.4344  -0.348
C: 0.0441 0.7554 -1.2229  0.043
C: 0.1669 2.5418 2.3215  -0.174
C: -1.4365 0.7337 -3.3501  -0.464
C: -0.2382 -0.2750 -0.4026  0.106
N: 1.8518 -0.4730 0.7643  -1.029
N: 0.1803 1.4955 1.8874  -0.225
N: 0.5580 -0.8044 0.6490  0.801
N: -1.4141 -1.1014 -0.7480  0.939
O: -2.4145 -0.9973 -0.0933  -0.572
O: -1.2583 -1.8921 -1.6402  -0.526
Br: -1.9922 1.6275 -4.8820  -0.148
H: 1.2965 -2.1891 3.5583  0.282
H: 3.3206 -0.8302 2.1003  0.429
H: -0.8215 -2.0220 1.7225  0.492
H: -0.3280 2.2976 -2.5920  0.307
H: 1.0718 1.1267 -1.0483  0.409
H: 0.1617 3.5187 2.7705  0.373
H: -1.8078 -0.2823 -3.4531  0.326

Its LUMO energy is -0.185 eV. Its spin multiplicity is 1. The value obtained for the HOMO energy is -0.3184 Ha. The total charge is 0.



# 6
Molecular formula: C2H10N2O
Method: DFT, wB97M-V/def2-TZVPD

Last column: Mulliken charge in e.
CARTESIAN COORDINATES (ANGSTROEM)
C: 0.1583 0.5923 -1.5959  -1.909
N: 1.5821 0.4582 -1.2593  0.010
C: 1.7917 -0.4778 -0.1654  -0.712
N: 3.1919 -0.9065 -0.1466  -0.554
H: 0.0649 1.2199 -2.4865  0.383
H: -0.4489 1.1132 -0.8275  0.646
H: -0.2732 -0.3978 -1.7139  0.440
H: 1.9057 1.3511 -0.9060  0.244
H: 1.5477 -0.0296 0.8004  0.250
H: 1.1197 -1.3387 -0.2330  0.290
H: 3.5086 -1.0119 -1.1018  0.249
H: 3.2669 -1.7795 0.3571  0.230
H: -6.5651 0.6138 3.0248  0.616
H: -5.0325 0.5537 2.9930  0.871
O: -5.8178 0.0396 3.2606  -2.054

Its LUMO energy (spin up / spin down) is 3.591 / 3.720 eV. Its spin multiplicity is 2. As for the expectation value of S²: 0.750. The value obtained for the HOMO energy (spin up / spin down) is 0.0486 / -0.2323 Ha. The total charge is -1.



| no. | energy (eV) |
| --- | --- |
| 1 | -80805.3353 |
| 2 | -10853.6625 |
| 3 | -91593.3393 |
| 4 | -7195.2851 |
| 5 | -88500.9281 |
| 6 | -7262.0080 |